Record 1
The following is a quantum chemistry calculation of a structure of composition C35H45As4IrSe, from OMol25.

Geometry (Å):
Ir  -0.532  0.342  -1.300
C  1.597  -0.817  -3.886
As  1.434  -1.077  -1.970
C  3.135  -0.471  -1.277
C  1.447  -3.012  -1.752
C  0.658  -3.580  -0.560
C  1.083  -2.901  0.738
C  -0.834  -3.384  -0.836
As  -1.658  -1.642  -0.605
C  -3.202  -1.726  -1.768
C  -2.323  -1.629  1.199
C  0.931  -5.097  -0.541
As  0.433  -6.397  0.908
C  -1.228  -5.657  1.670
C  1.652  -5.834  2.338
H  2.451  -1.408  -4.220
H  1.774  0.231  -4.121
H  0.701  -1.167  -4.394
H  3.903  -1.165  -1.618
H  3.108  -0.478  -0.192
H  3.361  0.523  -1.656
H  2.503  -3.283  -1.682
H  1.067  -3.426  -2.689
H  0.972  -1.810  0.695
H  2.129  -3.118  0.964
H  0.493  -3.256  1.582
H  -1.424  -4.001  -0.155
H  -1.087  -3.691  -1.854
H  -3.709  -2.670  -1.560
H  -2.891  -1.713  -2.812
H  -3.876  -0.897  -1.564
H  -2.798  -2.601  1.346
H  -3.061  -0.845  1.346
H  -1.494  -1.524  1.894
H  2.011  -5.250  -0.632
H  0.506  -5.532  -1.452
H  -2.063  -5.800  0.982
H  -1.168  -4.617  1.996
H  -1.443  -6.264  2.551
H  2.674  -5.838  1.960
H  1.593  -6.592  3.118
H  1.426  -4.866  2.780
C  1.707  -0.702  4.431
C  0.347  -0.418  4.419
C  -0.223  0.207  3.320
C  0.580  0.531  2.228
C  1.948  0.276  2.249
C  2.510  -0.344  3.353
As  -0.191  1.499  0.769
C  0.814  3.060  0.355
C  2.080  3.162  -0.203
C  2.686  4.410  -0.245
C  2.027  5.516  0.280
C  0.762  5.402  0.840
C  0.128  4.167  0.876
C  -1.217  3.901  1.435
C  -2.098  4.873  1.892
C  -3.360  4.507  2.339
C  -3.768  3.179  2.322
C  -2.903  2.195  1.866
C  -1.631  2.561  1.446
H  2.150  -1.176  5.296
H  -0.266  -0.662  5.276
H  -1.276  0.462  3.337
H  2.587  0.607  1.442
H  3.576  -0.526  3.386
H  2.596  2.294  -0.592
H  3.673  4.521  -0.673
H  2.511  6.483  0.259
H  0.282  6.281  1.251
H  -1.812  5.916  1.901
H  -4.039  5.269  2.699
H  -4.758  2.910  2.665
H  -3.230  1.162  1.859
Se  -2.406  1.862  -1.522
C  -1.490  2.830  -2.820
C  -2.238  3.606  -3.723
C  -1.584  4.317  -4.711
C  -0.195  4.274  -4.792
C  0.557  3.523  -3.880
C  -0.085  2.811  -2.895
H  -3.318  3.637  -3.648
H  -2.150  4.911  -5.415
H  0.315  4.838  -5.560
H  1.637  3.529  -3.943
H  0.508  2.277  -2.141

Output
**Maximum force**: 0.5 eV/Å
**Spin multiplicity**: 2
**E**: -348539.2506 eV
**Energy relative to the best compared isomer or geometry (same formula, charge and spin)**: 0.000 eV
**Net charge**: +3
**LUMO level (alpha / beta)**: -10.372 / -11.328 eV
**Kohn-Sham gap (alpha / beta)**: 4.56 / 3.60 eV

Record 2
The following is a quantum chemistry calculation of a cluster of 2 separate species, H3O4P in total in a non-equilibrium geometry, from OMol25.

Geometry (Å):
O  -1.117  1.552  -0.367
O  1.178  -0.401  0.363
O  -1.384  0.352  0.157
O  1.563  0.613  -0.592
P  -0.957  -0.998  -0.466
H  0.619  1.122  -0.775
H  1.782  -0.406  1.123
H  -1.684  -1.834  0.557

Output
**Maximum force**: 2.6 eV/Å
**E**: -17519.0803 eV
**Energy relative to the best compared isomer or geometry (same formula, charge and spin)**: 6.721 eV
**LUMO level (alpha / beta)**: -1.381 / -1.381 eV
**Kohn-Sham gap (alpha / beta)**: 7.85 / 7.85 eV

Record 3
The following is a quantum chemistry calculation of a structure of composition C4H6O2 in a non-equilibrium geometry, from OMol25.

Geometry (Å):
O  1.039  1.320  0.640
C  0.050  0.364  0.375
C  0.325  -1.026  0.880
C  0.445  -0.766  -0.560
O  -0.780  -0.819  -1.261
C  -1.053  0.468  -0.699
H  0.678  2.179  0.875
H  1.308  -1.104  1.334
H  -0.442  -1.687  1.262
H  1.335  -0.587  -1.133
H  -2.097  0.559  -0.414
H  -0.745  1.221  -1.440

Output
**Maximum force**: 1.0 eV/Å
**E**: -8336.9581 eV
**Energy relative to the best compared isomer or geometry (same formula, charge and spin)**: 3.503 eV
**LUMO level**: 0.830 eV
**Kohn-Sham gap**: 9.73 eV

Record 4
The following is a quantum chemistry calculation of a structure of composition C41H49AsFeN4O3P, from OMol25.

Geometry (Å):
Fe  -0.637  -0.275  1.774
N  -0.078  0.933  3.581
N  -0.353  0.073  4.667
C  -0.474  -1.326  4.410
O  -0.475  -2.057  5.384
O  -0.651  -1.658  3.181
H  0.906  1.186  3.528
H  -0.647  1.769  3.661
H  0.159  0.258  5.518
C  -2.309  -0.368  -7.031
C  -1.728  -0.371  -5.643
C  -0.993  -1.449  -5.171
C  -0.451  -1.465  -3.889
C  0.315  -2.700  -3.472
C  -0.645  -0.357  -3.046
As  0.234  -0.442  -1.279
N  -1.198  -0.191  -0.101
C  -2.481  -0.499  -0.585
C  -3.513  0.443  -0.515
C  -4.775  0.166  -1.020
C  -5.050  -1.064  -1.605
C  -4.039  -2.013  -1.673
C  -2.779  -1.737  -1.168
C  1.184  1.319  -1.317
C  0.914  2.494  -0.608
C  -0.323  2.755  0.220
C  1.820  3.558  -0.656
C  2.993  3.510  -1.384
C  3.950  4.669  -1.423
C  3.257  2.339  -2.084
C  2.389  1.257  -2.056
C  2.789  0.034  -2.845
C  -1.399  0.727  -3.504
C  -1.671  1.930  -2.636
C  -1.925  0.706  -4.791
H  -2.071  -1.290  -7.560
H  -1.920  0.467  -7.616
H  -3.395  -0.267  -7.000
H  -0.840  -2.308  -5.816
H  0.295  -3.439  -4.274
H  -0.110  -3.162  -2.580
H  1.358  -2.481  -3.240
H  -3.299  1.407  -0.070
H  -5.548  0.924  -0.968
H  -6.032  -1.275  -2.006
H  -4.231  -2.979  -2.126
H  -2.003  -2.492  -1.216
H  -0.895  1.857  0.435
H  -0.997  3.432  -0.316
H  -0.046  3.255  1.151
H  1.584  4.458  -0.094
H  3.636  5.463  -0.745
H  4.013  5.092  -2.428
H  4.957  4.358  -1.139
H  4.173  2.259  -2.663
H  3.757  0.192  -3.320
H  2.063  -0.191  -3.629
H  2.864  -0.848  -2.204
H  -1.601  1.678  -1.577
H  -2.673  2.317  -2.827
H  -0.952  2.729  -2.841
H  -2.514  1.554  -5.128
C  -3.694  0.610  4.934
P  -3.774  -0.159  3.312
C  -5.343  0.341  2.598
C  -3.883  -1.927  3.582
O  -2.624  0.231  2.426
H  -4.599  0.398  5.505
H  -3.595  1.689  4.813
H  -2.824  0.224  5.464
H  -6.172  0.073  3.254
H  -5.459  -0.152  1.633
H  -5.340  1.419  2.437
H  -4.744  -2.163  4.210
H  -2.973  -2.295  4.056
H  -3.994  -2.417  2.614
N  1.228  -0.397  1.363
C  2.388  -0.800  1.624
C  3.372  0.128  2.261
C  3.359  1.476  1.904
C  4.220  2.366  2.528
C  5.086  1.919  3.518
C  5.099  0.578  3.875
C  4.251  -0.321  3.242
C  2.808  -2.186  1.264
C  1.891  -3.229  1.366
C  2.251  -4.505  0.964
C  3.517  -4.742  0.444
C  4.431  -3.703  0.338
C  4.082  -2.428  0.757
H  2.687  1.806  1.119
H  4.219  3.409  2.234
H  5.755  2.615  4.007
H  5.772  0.229  4.647
H  4.261  -1.368  3.516
H  0.910  -3.031  1.779
H  1.542  -5.317  1.058
H  3.793  -5.738  0.123
H  5.417  -3.886  -0.071
H  4.792  -1.613  0.677

Output
**Maximum force**: 0.5 eV/Å
**Spin multiplicity**: 6
**E**: -159932.4188 eV
**Energy relative to the best compared isomer or geometry (same formula, charge and spin)**: 0.777 eV
**LUMO level (alpha / beta)**: 0.313 / -0.331 eV
**Kohn-Sham gap (alpha / beta)**: 7.32 / 6.73 eV

Record 5
The following is a quantum chemistry calculation of a cluster of 2 separate species, C2H8NO3 in total in a non-equilibrium geometry, from OMol25.

Geometry (Å):
C  1.505  -0.514  -0.303
C  -2.509  0.083  -0.018
N  1.110  0.665  0.445
O  -2.276  -1.179  0.203
O  -3.784  0.395  -0.114
O  -1.599  0.856  -0.069
H  0.731  -0.671  -1.112
H  1.774  -1.359  0.446
H  1.683  0.790  1.269
H  0.031  0.686  0.611
H  1.039  1.478  -0.105
H  -3.150  -1.488  0.448
H  -3.939  1.357  0.046
H  2.415  -0.326  -0.809

Output
**Maximum force**: 2.9 eV/Å
**E**: -9830.1779 eV
**Energy relative to the best compared isomer or geometry (same formula, charge and spin)**: 0.294 eV
**Net charge**: +1
**LUMO level**: -3.227 eV
**Kohn-Sham gap**: 12.51 eV

Record 6
The following is a quantum chemistry calculation of a structure of composition C28H15F4N4O5PRuSe2, from OMol25.

Geometry (Å):
Ru  -0.136  -0.665  -0.033
O  1.381  -1.846  3.590
C  0.743  -1.317  2.597
O  0.912  -1.676  1.426
C  -0.276  -0.268  2.964
O  -0.649  0.471  1.803
C  0.009  1.754  1.660
C  1.310  1.626  0.875
O  2.241  2.354  1.015
O  1.300  0.641  -0.029
H  1.991  -2.545  3.287
H  -1.160  -0.788  3.347
H  0.107  0.378  3.754
H  -0.699  2.378  1.114
H  0.170  2.188  2.644
Se  -1.773  -2.482  -0.250
P  -0.573  -3.213  -1.942
Se  1.138  -1.778  -1.653
C  -1.255  -2.849  -3.543
C  -0.499  -3.215  -4.663
C  -0.996  -2.952  -5.926
C  -2.240  -2.345  -6.070
C  -2.993  -1.994  -4.958
C  -2.500  -2.236  -3.687
C  -0.124  -4.925  -1.812
C  -1.118  -5.867  -2.093
C  -0.832  -7.211  -1.943
C  0.434  -7.612  -1.531
C  1.422  -6.675  -1.262
C  1.143  -5.324  -1.394
H  0.458  -3.711  -4.554
H  -0.422  -3.228  -6.799
H  -2.629  -2.149  -7.060
H  -3.961  -1.530  -5.087
H  -3.082  -1.975  -2.811
H  -2.099  -5.561  -2.435
H  -1.591  -7.949  -2.158
H  0.652  -8.666  -1.426
H  2.406  -6.997  -0.954
H  1.919  -4.597  -1.184
F  -3.116  2.004  0.525
C  -4.010  2.757  -0.136
C  -4.811  3.608  0.580
F  -4.659  3.629  1.895
C  -5.770  4.426  -0.050
C  -5.862  4.318  -1.441
C  -5.047  3.453  -2.166
F  -5.180  3.419  -3.476
C  -4.095  2.643  -1.536
C  -3.245  1.756  -2.280
C  -2.165  1.096  -1.672
N  -1.241  0.551  -1.254
C  -3.402  1.424  -3.641
N  -3.520  1.070  -4.731
F  -6.721  5.041  -2.130
C  -6.624  5.344  0.707
C  -6.475  5.521  2.093
N  -6.350  5.669  3.230
C  -7.631  6.104  0.092
N  -8.457  6.758  -0.377

Output
**Maximum force**: 0.5 eV/Å
**Spin multiplicity**: 5
**E**: -198891.4609 eV
**Energy relative to the best compared isomer or geometry (same formula, charge and spin)**: 0.176 eV
**Net charge**: +2
**LUMO level (alpha / beta)**: -6.800 / -9.345 eV
**Kohn-Sham gap (alpha / beta)**: 6.64 / 5.60 eV

Question: energy relative to the best compared isomer or geometry (same formula, charge and spin) of number 4 (C41H49AsFeN4O3P)?
Answer: 0.777 eV

Repeat the second record exactly.
The following is a quantum chemistry calculation of a cluster of 2 separate species, H3O4P in total in a non-equilibrium geometry, from OMol25.

Geometry (Å):
O  -1.117  1.552  -0.367
O  1.178  -0.401  0.363
O  -1.384  0.352  0.157
O  1.563  0.613  -0.592
P  -0.957  -0.998  -0.466
H  0.619  1.122  -0.775
H  1.782  -0.406  1.123
H  -1.684  -1.834  0.557

Output
**Maximum force**: 2.6 eV/Å
**E**: -17519.0803 eV
**Energy relative to the best compared isomer or geometry (same formula, charge and spin)**: 6.721 eV
**LUMO level (alpha / beta)**: -1.381 / -1.381 eV
**Kohn-Sham gap (alpha / beta)**: 7.85 / 7.85 eV